Molecular formula: C4H4N2O2
Method: DFT, ωB97M-V with the def2-TZVPD basis set

```
12
Properties=species:S:1:pos:R:3:forces:R:3
C 0.133 -0.933 0.094 1.34 -0.67 -0.82
C -0.646 0.283 0.242 0.38 2.22 -0.84
C 1.459 -0.948 -0.219 -1.32 -1.20 1.27
C 3.433 0.330 -0.116 -0.19 -0.02 1.03
N 2.281 0.118 -0.348 -0.14 1.12 -0.81
N -0.084 1.436 -0.080 -0.85 -1.40 0.10
O 4.484 0.623 0.269 0.98 0.31 -0.40
O -0.848 2.601 0.106 -1.18 -1.22 0.80
H -0.377 -1.928 0.174 0.56 1.24 0.11
H -1.677 0.071 0.543 0.06 0.95 0.12
H 2.039 -1.848 -0.133 -0.38 -0.79 -0.40
H -0.607 3.278 -0.535 0.75 -0.53 -0.17
```
Forces are in eV/Å.

Values from the calculation:
LUMO level: 0.16 eV
relative energy (zero: lowest compared OMol25 entry of this formula, charge and spin): 350.3 kJ/mol
SMILES string: O=C=N/C=C\C=N\O
total charge: 0

Molecular formula: C4H4N2O2S
Method: DFT, ωB97M-V with the def2-TZVPD basis set

```
13
Properties=species:S:1:pos:R:3:forces:R:3
C 1.739 2.739 3.102 -0.10 0.88 1.04
C 0.947 1.445 1.435 -2.52 -0.87 -0.46
C 3.025 2.604 2.437 3.38 1.63 -2.07
C -0.084 -0.464 -0.723 -0.53 3.05 -1.84
N 0.932 3.163 3.818 0.40 -0.45 -0.41
N 3.113 1.566 1.531 1.31 -1.94 0.29
O 4.002 3.355 2.511 -1.67 -0.73 1.12
O 3.985 1.089 0.783 -2.01 1.88 1.54
S 1.253 0.474 0.217 0.25 -1.62 -2.02
H -0.123 1.517 1.786 1.02 0.13 -0.17
H -0.904 0.352 -0.965 0.97 -2.25 1.08
H -0.277 -1.420 -0.272 -0.72 0.01 0.44
H 0.296 -0.664 -1.777 0.21 0.26 1.47
```
Forces are in eV/Å.

Values from the calculation:
LUMO level (alpha / beta): -1.40 / -1.60 eV
relative energy (zero: lowest compared OMol25 entry of this formula, charge and spin): 891.5 kJ/mol
total charge: 0

Question: What is the total charge in the first record?
Answer: 0